Below is a 2-piece molecular cluster, C5H6O overall at a distorted geometry, with properties calculated with ωB97M-V/def2-TZVPD.

Last column: Löwdin charge in e.
Positions of all 12 atoms, in Å:
C1 -1.29872 0.20151 1.02045  -0.154
H1 1.38315 0.45923 0.56300  0.095
C2 1.96256 -1.01771 -1.71543  -0.017
C3 -0.53623 -0.24277 -0.16848  -0.251
H2 -0.35639 -1.32112 -0.05478  0.096
O1 1.52827 -1.94317 -1.20867  0.048
H3 -1.18950 -0.13009 -1.04160  0.115
H4 0.57829 1.59429 -0.55690  0.073
C4 0.79204 0.55334 -0.36241  -0.141
H5 -2.46395 0.90557 2.84706  0.023
C5 -1.91899 0.56880 1.98845  0.100
H6 1.51946 0.37213 -1.31067  0.013

## Properties
* orbital gap: 0.4061 hartree
* relative energy (zero: lowest compared OMol25 entry of this formula, charge and spin): 3.239 eV
* HOMO: -0.3688 Eh
* net charge: 0
* E_LUMO: 1.01 eV
* E: -269.2272 Ha
* 2S+1: 1



Below is one molecule with the formula C5H6O at a distorted geometry, with properties calculated with ωB97M-V/def2-TZVPD.

Last column: Löwdin charge in e.
Positions of all 12 atoms, in Å:
H1 1.17128 0.94806 1.43299  0.118
H2 -1.43173 -0.96616 -2.22062  0.079
C1 1.92620 -0.06593 -0.91810  0.191
C2 0.17653 0.36095 1.65539  -0.130
C3 0.64116 -0.46174 -1.04453  -0.043
H3 0.45915 -0.55527 1.55625  0.001
O1 -0.88603 0.50315 0.75316  -0.096
H4 -2.68127 0.16819 -0.90056  0.157
H5 2.87458 0.10552 -1.27854  -0.007
H6 -0.03197 0.44420 2.78415  0.123
C4 -0.60094 -0.09683 -0.52086  -0.450
C5 -1.61696 -0.38415 -1.29873  0.058

## Properties
* orbital gap: 0.3266 hartree
* structure (SMILES): C#CC(=C)OC
* relative energy (zero: lowest compared OMol25 entry of this formula, charge and spin): 5.641 eV
* HOMO: -0.3201 Eh
* net charge: 0
* E_LUMO: 0.18 eV
* E: -269.1389 Ha
* 2S+1: 1



Below is C5H6O as an isolated structure at a distorted geometry, with properties calculated with ωB97M-V/def2-TZVPD.

Last column: Löwdin charge in e.
Positions of all 12 atoms, in Å:
C1 0.83043 -0.20786 0.16292  -0.343
O1 2.07487 1.66561 1.29736  0.170
C2 1.47433 0.79693 0.79623  -0.161
H1 -0.57061 -1.60908 -0.55494  0.112
H2 -0.89914 -1.09101 1.09574  0.112
H3 2.92516 -0.13886 -0.33991  0.043
H4 -1.62001 1.17630 0.22786  0.073
C3 -1.60556 0.28679 -0.41014  -0.106
C4 -0.58922 -0.73369 0.10566  -0.214
H5 -2.61967 -0.13136 -0.42533  0.073
C5 1.95014 -0.61182 -0.52786  0.164
H6 -1.35071 0.59806 -1.42759  0.077

## Properties
* orbital gap: 0.3226 hartree
* relative energy (zero: lowest compared OMol25 entry of this formula, charge and spin): 3.220 eV
* HOMO: -0.3075 Eh
* net charge: 0
* E_LUMO: 0.41 eV
* E: -269.2279 Ha
* 2S+1: 1



> Among the records above, which one has the highest E?

number 2



> Look up the 2S+1 of the second one.

1



> Number 1 is which compound?

C5H6O



> What is the E in the first record?

-269.2272 Ha